No. 1
6
Properties=species:S:1:pos:R:3:mulliken_charge:R:1 method="wB97M-V/def2-TZVPD" smiles="O=C[N+](=O)[O-]" total_energy_ev=-8681.3583 de_lowest_kj_mol=224.4 charge=0 largest_force_ha_per_bohr=0.11543
O -0.70 1.43 0.55 -0.313
O 0.30 -1.55 0.41 -0.438
O 1.79 0.15 -0.40 -0.427
N 0.68 -0.40 0.02 0.748
C -0.62 0.42 -0.03 0.094
H -1.45 -0.06 -0.54 0.336


No. 2
109
Properties=species:S:1:pos:R:3:mulliken_charge:R:1 method="wB97M-V/def2-TZVPD" smiles="CCN(CCN1C(=O)c2ccc(S)c([PH2]=O)c2C1=O)C(C)=O.CCOC(C)=O.CCOC(C)=O.CCOC(C)=O.CCOC(C)=O.CCOC(C)=O" total_energy_ev=-87946.2341 charge=0 largest_force_ha_per_bohr=0.10132
S -1.00 3.77 6.32 -0.157
P -0.06 4.04 2.83 0.645
O 3.45 -0.98 -4.96 -0.645
O -2.86 -1.93 1.84 -0.622
O -0.46 1.84 0.30 -0.582
O 2.65 -2.99 -5.44 -0.365
O -0.25 -0.56 -10.09 -0.368
O 1.72 -1.53 3.75 -0.418
O -6.26 2.55 2.93 -0.612
O 4.68 -0.93 -0.20 -0.409
O -0.56 -0.09 9.24 -0.362
O 2.50 -2.69 5.47 -0.603
O 0.58 5.03 3.82 -0.667
O 1.32 0.33 -8.81 -0.572
O -2.00 -1.10 7.89 -0.603
O 2.64 -1.45 -0.91 -0.571
N -2.20 0.20 0.79 0.411
N -4.39 2.01 1.49 0.556
C -0.90 -1.08 8.40 0.853
C 2.92 -3.63 3.34 -0.999
C 0.63 -0.08 10.04 -0.430
C -2.56 0.04 4.65 -1.022
C 3.80 0.13 -2.23 -0.778
C 1.62 -1.02 -6.47 -0.981
C 0.13 -2.11 8.04 -0.987
C -2.14 1.19 5.61 -0.516
C -3.31 3.95 0.10 -0.790
C 2.62 -1.65 -5.55 0.699
C -1.55 -0.54 -10.69 -0.394
C 1.61 -3.86 -5.92 -0.383
C 6.00 -0.40 -0.41 -0.365
C -3.23 0.44 -0.26 -0.943
C -0.34 1.84 -9.54 -1.117
C -1.25 1.26 1.09 -0.307
C -5.44 1.68 2.48 0.348
C 1.69 -1.19 2.35 -0.227
C 1.82 -4.20 -7.38 -0.881
C -1.40 2.46 5.10 0.050
C -1.43 1.44 2.66 0.566
C -2.22 0.20 3.16 1.009
C 0.61 -1.96 1.63 -0.930
C -2.51 -0.72 1.89 -0.594
C 3.67 -0.83 -1.09 0.865
C 2.39 -2.57 4.27 0.846
C -4.55 1.22 0.24 -0.799
C -1.50 0.04 -12.09 -0.981
C -5.66 0.19 3.08 -0.838
C 1.81 0.48 9.26 -0.839
C 0.29 0.48 -9.43 0.812
C -4.31 3.48 1.27 -0.657
C -1.00 2.61 3.61 0.318
C 6.07 1.05 0.02 -1.001
H 5.41 1.68 -0.58 0.258
H -3.91 3.93 2.25 0.315
H 0.79 -3.04 1.66 0.445
H 1.07 -4.91 -7.72 0.355
H 0.42 0.58 10.89 0.315
H -2.49 0.00 -12.56 0.359
H -3.13 -0.90 4.98 0.620
H 1.57 1.48 8.89 0.253
H 2.81 -4.64 -7.53 0.293
H 3.40 1.10 -1.94 0.247
H 2.69 0.54 9.90 0.364
H -3.97 4.43 -0.72 0.292
H 2.04 -0.14 8.40 0.189
H 1.37 -0.03 -6.07 0.329
H 0.11 2.38 -10.38 0.278
H 0.85 -2.32 8.83 0.321
H 0.62 -3.44 -5.72 0.346
H -0.79 -0.51 -12.70 0.305
H 6.32 -0.56 -1.44 0.371
H -5.28 -0.62 2.37 0.289
H 1.03 3.44 2.09 0.079
H -0.38 -3.06 7.83 0.361
H -1.42 1.80 -9.67 0.373
H 0.69 -1.57 -6.54 0.375
H -1.17 1.08 -12.08 0.272
H -2.27 -0.03 -10.05 0.352
H 2.68 -1.32 1.90 0.375
H 0.55 -1.65 0.58 0.276
H -0.16 2.38 -8.62 0.308
H 5.76 1.16 1.06 0.290
H 1.77 -3.31 -8.01 0.198
H -1.88 -1.58 -10.75 0.313
H 1.47 -0.12 2.30 0.188
H 0.83 -1.07 10.46 0.386
H -2.61 4.77 0.46 0.222
H 2.07 -0.90 -7.45 0.380
H 7.09 1.43 -0.08 0.382
H -0.36 -1.79 2.10 0.171
H -0.84 4.77 1.85 0.025
H -6.80 0.07 3.11 0.353
H 1.68 -4.78 -5.32 0.322
H -5.32 3.99 1.08 0.392
H -5.30 0.10 4.15 0.144
H 3.82 -4.06 3.78 0.351
H 3.24 -0.26 -3.08 0.055
H -1.80 4.85 5.92 0.169
H 2.17 -4.41 3.22 0.255
H -3.56 -0.57 -0.71 0.352
H -4.96 1.87 -0.63 0.284
H 4.83 0.25 -2.59 0.338
H -2.42 1.10 6.71 0.529
H 6.66 -1.00 0.22 0.343
H 0.66 -1.79 7.14 0.196
H -2.74 1.06 -1.08 0.421
H -2.67 3.12 -0.36 0.200
H 3.21 -3.25 2.36 0.265
H -5.36 0.41 0.39 0.496


No. 3
10
Properties=species:S:1:pos:R:3:mulliken_charge:R:1 method="wB97M-V/def2-TZVPD" total_energy_ev=-4681.3388 de_lowest_kj_mol=374.7 charge=+1 multiplicity=3 largest_force_ha_per_bohr=0.26405
N -1.07 0.04 -0.23 -0.209
C 0.06 -0.73 0.49 -0.168
C 1.11 0.00 -0.25 -0.375
C -0.02 0.72 0.47 -0.125
H 0.88 -0.06 -1.32 0.216
H 2.10 0.04 0.10 0.306
H 0.03 -1.81 0.96 0.355
H -2.07 0.28 -0.02 0.328
H -0.88 -0.09 -1.25 0.270
H -0.13 1.62 1.06 0.403